# 1
The following is a quantum chemistry calculation of 7 unconnected molecules or ions with the total composition C31H62N4O14PS7 at a distorted geometry, from the Open Molecules 2025 dataset.

orbital gap	0.3159	Ha
strongest force on any atom	3.1	eV/A
charge	+1
total energy	-152906.19570	eV

Geometry as XYZ:
```
119
Properties=species:S:1:pos:R:3:mulliken_charge:R:1
C -2.1219 -5.3677 1.9363 -1.028
N -3.1517 -4.3551 1.6239 0.001
C -2.6810 -3.3408 0.7165 -0.817
N -2.8106 -1.8874 1.2544 0.924
N -3.9837 -1.3014 0.6308 -0.562
C -1.6223 -1.1436 0.7160 0.418
C -1.5938 -0.9194 -0.6342 0.114
C -0.4844 -0.2922 -1.1485 -0.501
N 0.5549 0.1086 -0.4324 -0.495
C 0.4745 -0.1090 0.8686 -0.848
C -0.5754 -0.7394 1.5007 -0.896
P -3.0492 -1.7079 3.0730 0.575
O -4.3980 -2.3808 3.4521 -0.264
O -1.9062 -2.5218 3.8231 -0.442
S -3.1134 0.1370 3.5382 -0.309
H -1.5395 -5.6949 1.0782 0.453
H -2.6425 -6.2413 2.3036 0.308
H -1.4686 -5.0209 2.7259 0.293
H -3.8703 -4.8508 1.1139 0.349
H -1.6280 -3.4850 0.5020 0.462
H -3.1787 -3.3482 -0.2421 0.331
H -3.9117 -0.2937 0.7345 0.292
H -4.8084 -1.6191 1.1343 0.225
H -2.3955 -1.2554 -1.2586 0.384
H -0.4410 -0.1388 -2.2133 0.420
H 1.2991 0.2233 1.4765 0.421
H -0.5510 -0.8838 2.5627 0.471
H -4.1965 -3.3057 3.7717 0.330
H -1.1945 -2.7429 3.2070 0.417
C -4.5736 0.0199 -4.7394 -0.830
C -4.2205 -0.9123 -5.9046 -0.644
C -2.6915 -1.0115 -5.9670 -0.647
S -2.0982 -0.7407 -4.2952 1.157
O -1.3473 0.4862 -4.2561 -0.549
O -1.5555 -1.9684 -3.7586 -0.717
C -3.7124 -0.4384 -3.5666 -0.558
H -5.6336 -0.0205 -4.4946 0.390
H -4.3270 1.0506 -5.0008 0.351
H -4.6479 -1.9005 -5.7225 0.291
H -4.6249 -0.5501 -6.8471 0.376
H -2.3551 -1.9887 -6.3023 0.394
H -2.2597 -0.2341 -6.5960 0.270
H -3.6210 0.3068 -2.7781 0.394
H -4.0733 -1.3827 -3.1560 0.361
C 1.7341 4.8351 -6.3520 -0.774
C 1.8644 3.9223 -5.1259 -0.356
C 0.7502 2.8694 -5.2177 -0.479
S 0.4020 2.6615 -6.9677 1.237
O -0.9429 3.1160 -7.2343 -0.674
O 0.8445 1.3573 -7.3973 -0.699
C 1.5540 3.9021 -7.5458 -0.843
H 2.6080 5.4732 -6.4721 0.374
H 0.8575 5.4794 -6.2489 0.326
H 2.8307 3.4357 -5.1416 0.082
H 1.7972 4.4864 -4.1964 0.407
H 1.0529 1.9119 -4.8033 0.314
H -0.1666 3.2058 -4.7375 0.335
H 1.1449 4.3923 -8.4260 0.452
H 2.4846 3.3941 -7.7958 0.327
C 5.8079 3.8713 -0.9381 -0.798
C 7.1131 4.3428 -1.5988 -0.265
C 6.9029 4.2659 -3.1145 -0.810
S 5.1432 4.4885 -3.3955 1.381
O 4.6129 3.2601 -3.9353 -0.699
O 4.8968 5.7588 -4.0317 -0.755
C 4.6788 4.5903 -1.6699 -0.802
H 5.7926 4.0914 0.1285 0.391
H 5.7006 2.7912 -1.0617 0.336
H 7.3188 5.3726 -1.3077 0.245
H 7.9570 3.7420 -1.2899 0.194
H 7.4437 5.0452 -3.6411 0.362
H 7.1793 3.2909 -3.5102 0.380
H 3.7024 4.1309 -1.5294 0.414
H 4.6396 5.6456 -1.4020 0.405
C -4.3354 -7.8189 7.2801 -0.691
C -2.9478 -8.0422 6.6639 -0.734
C -3.0273 -7.6164 5.1919 -0.570
S -4.3112 -6.3620 5.1069 1.162
O -5.3950 -6.8587 4.3035 -0.728
O -3.7000 -5.0721 4.8126 -0.651
C -4.7731 -6.4284 6.8310 -0.669
H -4.3133 -7.8946 8.3647 0.371
H -5.0341 -8.5684 6.9041 0.318
H -2.2134 -7.4270 7.1863 0.305
H -2.6282 -9.0781 6.7525 0.354
H -2.0915 -7.1920 4.8355 0.287
H -3.3316 -8.4390 4.5476 0.421
H -5.8422 -6.2555 6.9244 0.413
H -4.2182 -5.6489 7.3537 0.337
C 12.9355 6.0696 -0.8741 -0.603
C 13.2426 5.4626 -2.2499 -0.599
C 12.2783 4.2872 -2.4579 -0.730
S 10.8069 4.6726 -1.5001 1.236
O 10.6713 3.7056 -0.4400 -0.714
O 9.7033 4.9489 -2.3885 -0.615
C 11.4173 6.2055 -0.8082 -0.766
H 13.4265 7.0311 -0.7369 0.349
H 13.2834 5.3980 -0.0868 0.302
H 13.0797 6.2143 -3.0241 0.298
H 14.2779 5.1357 -2.3250 0.321
H 11.9957 4.1638 -3.4999 0.356
H 12.6867 3.3553 -2.0724 0.373
H 11.0321 6.3243 0.2016 0.409
H 11.0631 7.0169 -1.4433 0.372
C -7.0469 -1.4921 5.2513 -0.029
C -7.6105 -0.0728 5.4110 -0.795
C -8.9311 -0.1867 6.1862 -0.686
S -8.7836 -1.6554 7.2150 1.156
O -9.7399 -2.6338 6.7684 -0.652
O -8.6926 -1.2735 8.5982 -0.665
C -7.1631 -2.1396 6.6254 -0.629
H -6.0184 -1.4831 4.9036 -0.084
H -7.6454 -2.0485 4.5255 0.296
H -6.9032 0.5374 5.9756 0.326
H -7.7632 0.4116 4.4479 0.366
H -9.1099 0.6720 6.8272 0.391
H -9.7791 -0.3347 5.5210 0.359
H -7.0995 -3.2236 6.6020 0.270
H -6.4259 -1.7340 7.3183 0.386
```


# 2
The following is a quantum chemistry calculation of a molecular structure, C31H62P2ReSi2 at a distorted geometry, from the Open Molecules 2025 dataset.

orbital gap (spin up / spin down)	0.3111 / 0.0768	Ha
strongest force on any atom	3.4	eV/A
charge	+2
<S²>	3.772
multiplicity	4
relative energy (zero: lowest compared OMol25 entry of this formula, charge and spin)	259.7	kJ/mol
total energy	-69599.43890	eV

Geometry as XYZ:
```
98
Properties=species:S:1:pos:R:3:mulliken_spin:R:1
Re -1.2578 -1.0422 -0.1558 1.953
C -2.9754 -1.5599 1.1737 -0.188
C -3.4421 -1.1250 -0.1305 0.277
C -2.1365 -3.0427 -0.4225 0.093
C -2.1614 -2.7138 0.9953 0.141
C -2.9500 -2.0773 -1.1005 -0.051
C -3.3828 -0.9701 2.4902 0.019
H -3.7753 0.0428 2.3708 0.002
H -2.5451 -0.9323 3.1919 -0.005
H -4.1761 -1.5751 2.9498 -0.001
C -1.4738 -3.5027 2.0650 0.030
H -1.3381 -2.9062 2.9710 -0.007
H -0.4859 -3.8285 1.7259 -0.015
H -2.0630 -4.3915 2.3279 0.003
C -1.4438 -4.2300 -1.0165 -0.019
H -2.0366 -5.1457 -0.8845 0.007
H -0.4693 -4.3805 -0.5412 -0.012
H -1.2758 -4.0914 -2.0884 0.000
C -3.3474 -2.1278 -2.5446 0.008
H -4.1734 -2.8383 -2.6829 -0.003
H -2.5212 -2.4548 -3.1820 -0.002
H -3.6916 -1.1529 -2.8989 0.001
C -4.4590 -0.0543 -0.3906 -0.005
H -5.4713 -0.4765 -0.4698 0.006
H -4.2448 0.4760 -1.3231 -0.006
H -4.4717 0.6840 0.4158 -0.001
C 1.2848 5.9571 1.2837 0.155
C -0.0005 6.2162 1.5522 0.171
C -0.9990 7.0596 0.8037 0.025
C -0.6706 7.4128 -0.6637 0.018
C -0.5031 6.1960 -1.5419 0.177
C 0.5850 5.4392 -1.7279 0.168
C 1.9662 5.5620 -1.1400 0.029
C 2.1243 6.4360 0.1238 0.019
H -1.1701 7.9929 1.3631 0.009
H 0.2071 8.0601 -0.7055 0.019
H -1.9614 6.5290 0.8250 0.012
H 1.9176 7.4807 -0.1153 0.020
H 1.7985 5.2871 1.9736 0.000
H -0.4096 5.7522 2.4507 0.003
H 3.1793 6.3973 0.4203 -0.003
H 2.3167 4.5472 -0.9049 0.013
H 0.4753 4.5939 -2.4083 0.005
H 2.6539 5.9336 -1.9162 0.009
H -1.5044 8.0091 -1.0529 -0.002
H -1.4056 5.8851 -2.0687 0.006
P -0.6088 0.9296 0.7651 -0.096
P -0.2940 -0.1732 -2.0091 -0.115
C 0.4522 1.9334 -0.4083 0.010
C 1.0267 1.0215 -1.4973 0.020
H 1.2387 2.4607 0.1424 -0.006
H -0.2013 2.6927 -0.8550 0.019
H 1.4072 1.5905 -2.3536 0.002
H 1.8343 0.4039 -1.0917 -0.005
C 0.5955 -1.3074 -3.1462 0.020
H -0.0906 -1.9906 -3.6591 0.002
H 1.3246 -1.8929 -2.5778 -0.006
H 1.1291 -0.6897 -3.8731 0.002
C -1.2901 0.8343 -3.1915 0.014
H -0.6464 1.4543 -3.8257 0.003
H -1.9769 1.4766 -2.6332 -0.006
H -1.8836 0.1746 -3.8294 0.003
C 0.4179 0.8530 2.2906 0.029
H -0.0801 0.2899 3.0880 -0.001
H 0.6236 1.8770 2.6118 0.007
H 1.3716 0.3736 2.0491 -0.019
C -1.8519 2.2010 1.2541 0.031
H -2.5898 2.3155 0.4553 -0.011
H -1.3676 3.1662 1.4406 0.004
H -2.3688 1.8883 2.1649 0.002
C 3.4906 -1.3459 1.8514 0.005
Si 1.8474 -2.2839 2.0028 0.011
C 2.3666 -4.0181 2.5261 0.003
C 1.3063 -1.7694 3.7528 0.001
C 0.9031 -2.1973 0.2043 0.010
Si 1.8889 -3.7552 -0.8358 0.017
C 1.6455 -5.5748 -0.2542 0.002
C 1.7349 -4.2211 -2.6892 0.003
C 3.7517 -3.5160 -0.8106 -0.001
H 4.0766 -1.5014 2.7803 0.000
H 3.3496 -0.2601 1.7145 0.000
H 4.1050 -1.6675 1.0024 0.000
H 2.9592 -3.9679 3.4612 0.000
H 1.4741 -4.6417 2.7296 0.000
H 3.0462 -4.4912 1.8045 -0.001
H 1.4530 -0.7084 3.9888 0.000
H 0.3083 -2.1289 4.0393 -0.002
H 2.0160 -2.2206 4.4734 0.000
H 1.5237 -1.4073 -0.2074 -0.031
H 0.7233 -6.0501 -0.6385 0.000
H 2.4674 -6.1766 -0.6940 0.000
H 1.6574 -5.7612 0.8233 0.000
H 0.6892 -4.4018 -2.9909 0.000
H 2.2866 -5.1684 -2.8565 0.000
H 2.2272 -3.5210 -3.3928 0.000
H 4.0028 -2.5298 -1.2517 0.000
H 4.1908 -3.6218 0.1923 0.000
H 4.2219 -4.3059 -1.4326 0.000
```


Question: What is the total energy in the second record?
Answer: -69599.43890 eV


Question: Among the records above, which one has the lowest total energy?
Answer: C31H62N4O14PS7